Record 1
Molecular formula: C4H10N2O3
Method: DFT, ωB97M-V with the def2-TZVPD basis set

Values from the calculation:
Lowest unoccupied orbital energy   0.72 eV
SMILES   COC(C)=O.N/N=C\O
Energy relative to the best compared isomer or geometry (same formula, charge and spin)   354.8 kJ/mol
Frontier orbital gap   9.35 eV

Positions of all 19 atoms, in Å:
O 1.40 0.41 -0.07
O 0.07 -1.49 0.23
O -0.98 0.73 -2.09
N -2.33 -0.36 -0.03
N -1.52 0.77 0.15
C 0.35 -0.40 0.70
C 2.13 -0.28 -1.07
C 0.47 -0.04 2.14
C -1.04 1.34 -0.93
H -3.12 -0.35 0.59
H 2.05 -1.37 -1.01
H -0.53 -0.08 2.59
H 1.77 0.01 -2.06
H -0.85 2.40 -0.92
H -1.14 -0.23 -1.87
H 0.83 0.98 2.27
H 1.12 -0.75 2.65
H 3.20 -0.05 -0.96
H -1.87 -1.23 -0.31

---

Record 2
Molecular formula: C3H7NOSi
Method: DFT, ωB97M-V with the def2-TZVPD basis set

Values from the calculation:
Lowest unoccupied orbital energy   0.78 eV
SMILES   O=C=N[SiH3].C=C
Energy relative to the best compared isomer or geometry (same formula, charge and spin)   134.0 kJ/mol
Frontier orbital gap   10.66 eV

Positions of all 13 atoms, in Å:
Si -1.37 -1.70 0.30
O -1.01 2.11 -0.93
N -1.18 -0.12 -0.37
C 1.35 0.79 0.71
C -1.07 1.01 -0.68
C 1.56 0.79 -0.59
H -1.91 -1.71 1.73
H -2.09 -2.30 -0.86
H 1.57 -0.01 -1.37
H 1.45 1.63 1.25
H 1.79 1.75 -0.98
H 0.05 -2.10 0.60
H 0.88 -0.12 1.20

---

Record 3
Molecular formula: C4H12N3
Method: DFT, ωB97M-V with the def2-TZVPD basis set

Values from the calculation:
Lowest unoccupied orbital energy   -3.45 eV
Charge   +1
Energy relative to the best compared isomer or geometry (same formula, charge and spin)   496.1 kJ/mol
Frontier orbital gap   11.05 eV

Positions of all 19 atoms, in Å:
N 0.58 1.52 -0.26
N 0.00 0.27 -0.06
N 1.23 -0.13 0.47
C -2.41 0.24 -0.39
C -1.27 0.10 0.61
C 1.77 1.03 0.12
C 1.63 -1.39 1.01
H 2.71 -1.37 1.15
H -1.27 -0.91 1.04
H 1.37 -2.20 0.32
H 0.32 -0.33 -2.03
H 0.59 -0.55 -2.73
H -1.37 0.82 1.43
H 2.77 1.41 0.12
H -3.35 0.13 0.13
H -2.39 1.22 -0.87
H 0.28 2.25 -0.89
H -2.34 -0.53 -1.15
H 1.15 -1.57 1.97

---

Record 4
Molecular formula: C37H72F6IN7O4P2Si
Method: DFT, ωB97M-V with the def2-TZVPD basis set

Values from the calculation:
Lowest unoccupied orbital energy   -1.64 eV
SMILES   C[Si](C)(CCCCCCCC[C@]1(I)CNC(=O)[C@@]1(CCC(F)(F)F)COC(F)(F)F)c1ccccc1.CN(C)P(=O)(N(C)C)N(C)C.CN(C)P(=O)(N(C)C)N(C)C
Frontier orbital gap   5.61 eV

Positions of all 130 atoms, in Å:
I -2.86 6.07 0.27
P 4.80 -4.17 6.28
P -2.93 -1.67 -7.66
Si 1.23 -0.75 1.16
F 3.64 7.47 -0.20
F 4.01 7.16 2.14
F -0.92 3.80 5.37
F 1.24 3.26 4.51
F 3.63 5.20 0.84
F 0.50 5.60 4.55
O 2.11 3.38 -0.98
O -3.22 -2.46 -6.36
O 1.80 6.81 1.34
O 4.09 -3.92 4.93
N 3.67 -5.30 6.78
N -3.57 -0.24 -7.06
N 0.42 4.61 -2.31
N 4.61 -2.56 6.83
N 5.62 -4.46 7.84
N -2.60 -0.77 -9.16
N -3.95 -2.64 -8.63
C -1.64 -0.98 2.03
C 5.08 -4.53 9.18
C 3.21 6.64 0.96
C -3.44 0.13 -9.92
C 0.06 4.18 4.32
C 3.36 -2.05 7.37
C 1.07 4.22 -0.97
C -0.99 5.03 -1.87
C -0.55 -1.02 -3.23
C -2.94 0.07 2.03
C 3.71 -6.61 6.14
C -4.95 1.18 0.48
C 6.76 -5.35 7.70
C 2.71 0.48 1.54
C -1.73 3.07 -0.41
C -1.20 -0.36 -9.25
C -0.28 -0.08 2.15
C -1.27 4.67 -0.26
C -3.31 2.92 -0.91
C -4.32 2.69 0.37
C 2.51 -5.18 7.63
C 1.95 0.27 -3.30
C 0.95 -0.64 -0.75
C 5.13 -1.58 5.87
C 0.61 -0.25 -4.12
C -3.63 -4.08 -8.52
C -4.87 0.36 -7.21
C -3.80 0.00 0.61
C 0.60 3.99 1.61
C 2.14 0.10 -1.67
C -2.78 0.47 -6.07
C -0.55 3.98 2.77
C -0.35 -1.19 -1.58
C -5.40 -2.51 -8.65
C 1.86 -2.49 1.76
C 0.88 6.46 0.24
C 0.27 4.94 0.31
H -1.72 -1.60 3.05
H -5.81 -2.44 -7.63
H -0.03 7.23 0.32
H -5.72 -1.67 -9.25
H -2.23 1.29 -6.54
H -1.69 4.47 -2.66
H 2.28 -2.32 2.86
H 1.62 4.29 2.15
H -5.43 0.36 -6.27
H 2.53 -5.95 8.42
H 4.41 -1.37 5.08
H -3.39 0.89 -5.26
H 7.28 -5.16 6.75
H 1.03 -3.32 1.75
H 5.85 -4.28 9.91
H -1.02 0.56 -8.69
H -2.55 -4.23 -8.45
H -5.13 3.55 0.34
H -3.12 0.15 -10.97
H -5.73 1.18 1.36
H -2.61 1.19 2.29
H -4.37 -1.04 0.52
H 4.72 -5.54 9.42
H -0.97 6.18 -2.17
H 3.36 -0.94 7.42
H 0.44 -0.10 -5.28
H 7.49 -5.20 8.50
H -3.68 2.87 1.35
H 2.82 -2.82 1.12
H 1.58 -5.31 7.06
H 0.04 0.00 3.28
H 3.20 -2.36 8.39
H -0.90 -0.21 -10.29
H -3.98 -4.63 -9.40
H 6.05 -1.94 5.40
H -3.39 1.15 -9.54
H -3.68 -0.33 2.87
H -4.09 -4.52 -7.63
H 1.32 6.60 -0.84
H 2.66 1.37 0.78
H 2.43 -4.23 8.15
H -1.18 2.97 2.82
H -4.76 1.41 -7.54
H 0.76 2.87 1.24
H 6.45 -6.40 7.70
H -1.10 2.48 -1.21
H -1.61 2.54 0.63
H -0.55 -1.14 -8.84
H -1.52 -1.41 -3.79
H -4.49 -0.17 -9.95
H -0.50 1.03 1.76
H -5.59 1.01 -0.51
H -2.05 -0.19 -5.59
H 2.78 0.83 -3.95
H -3.08 0.05 -0.34
H 2.71 -7.00 5.93
H -3.33 1.90 -1.53
H -5.50 -0.11 -7.95
H 5.38 -0.64 6.38
H 2.48 0.94 2.61
H 4.23 -7.33 6.79
H -5.89 -3.38 -9.12
H 3.75 -0.07 1.48
H 0.29 3.63 -2.70
H 4.24 -6.57 5.19
H -3.64 3.76 -1.65
H -1.33 4.85 2.64
H 4.27 -3.83 9.36
H -1.70 -1.68 1.10
H -1.22 -1.75 -1.02
H 2.51 -2.33 6.74
H 3.14 0.53 -1.21

---

Record 5
Molecular formula: C19H13Br2I2N5O3SSn
Method: DFT, ωB97M-V with the def2-TZVPD basis set

Values from the calculation:
Lowest unoccupied orbital energy   -9.79 eV
Charge   +2
Energy relative to the best compared isomer or geometry (same formula, charge and spin)   217.1 kJ/mol
Frontier orbital gap   2.64 eV

Positions of all 46 atoms, in Å:
I 1.80 -2.07 1.94
I 4.42 -2.52 1.37
Sn -0.24 -2.34 -0.01
Br 1.21 -6.34 -3.49
Br 3.34 -2.16 -6.47
S -1.41 -0.50 1.86
O 0.88 -4.06 -1.48
O -2.69 -0.97 1.38
O -0.59 -1.63 2.43
N -1.80 3.20 6.35
N 1.27 -1.42 -1.72
N -0.46 -0.08 0.57
N -1.77 1.87 0.22
N -0.47 0.92 -1.50
C 2.31 0.42 -2.83
C 2.23 -4.08 -4.81
C 2.66 -0.40 -3.89
C -1.78 2.85 -1.94
C -0.90 1.86 -2.33
C 1.65 -4.57 -3.67
C -2.20 2.80 -0.62
C 1.67 -2.22 -2.70
C -0.38 1.28 3.59
C 2.57 -2.72 -4.90
C -2.79 1.03 3.59
C 1.36 -3.66 -2.52
C 1.59 -0.12 -1.78
C -1.54 0.74 3.05
C -0.47 2.11 4.68
C 2.32 -1.76 -3.85
C -0.94 0.96 -0.24
C -1.72 2.40 5.26
C -2.88 1.85 4.68
H 2.42 -4.75 -5.64
H -2.68 3.39 6.79
H 1.26 0.49 -0.94
H -2.13 3.61 -2.63
H -3.84 2.06 5.13
H 2.58 1.46 -2.83
H -0.98 3.59 6.77
H 0.43 2.52 5.12
H -3.68 0.59 3.15
H -2.90 3.52 -0.21
H -0.52 1.81 -3.34
H 0.59 1.04 3.16
H 3.18 0.00 -4.75

---

Which of these has the lowest lowest unoccupied orbital energy? C19H13Br2I2N5O3SSn

---

What is the formula in the fifth record? C19H13Br2I2N5O3SSn

---

frontier orbital gap of number 1 (C4H10N2O3)? 9.35 eV